Density functional theory data (ωB97M-V/def2-TZVPD) for a molecular structure, C25H44GeO8STeW.

XYZ file:
```
81
C25H44GeO8STeW ωB97M-V/def2-TZVPD
O 0.73386 1.40563 2.75322
H -2.27338 1.38263 -3.68418
C 2.64789 0.15294 -3.38823
O 0.08645 -0.97400 2.31051
C 2.70775 1.51722 -1.21097
C 3.15857 2.61756 -0.47303
H 2.00971 -3.67887 3.40652
H 3.98796 2.27948 -4.24432
H -4.38865 0.66462 1.93528
C -4.46855 -0.41019 1.78839
H -4.06332 -2.98119 2.88169
H 0.91849 -3.53138 1.99448
H -1.13169 -5.28910 -1.72608
H -3.74667 -2.93931 1.15346
H -2.59248 0.33725 3.71594
S 1.42978 -1.44162 2.91447
H -2.73716 2.89993 -0.29490
H 4.23872 4.45509 -0.58516
H 3.29035 1.88323 1.54501
H 1.87150 2.87719 1.21574
H 0.41356 -1.28210 5.05641
C -3.19470 -1.12438 2.22224
H 1.34104 -4.67913 -1.60573
H 1.56915 -0.00802 -3.41545
C 3.88353 3.59750 -1.14488
H 5.13743 5.42852 -2.54881
C -1.03960 2.54289 2.04807
C 1.11896 -3.19305 3.01098
C 3.03321 1.36139 -2.57394
O -1.25388 0.52984 -0.58364
C 1.40337 -1.05815 4.66029
C -2.96974 2.21351 -1.10103
C -2.79625 -0.73111 3.63547
H -3.70365 1.48754 -0.74539
H -4.67081 -0.60761 0.73349
C -0.29835 -2.84130 -2.77010
C -1.72957 1.50860 -1.62375
O -2.21862 1.90493 1.92968
H 1.05535 -4.24974 0.08196
H -1.04917 3.18376 -2.72555
H 2.16426 -1.68842 5.12271
C 2.92850 2.76099 1.00042
H 1.81438 -3.08108 -1.01812
H 2.98787 0.26444 -4.41642
H -2.96027 0.07549 -2.73179
O -2.10803 -0.76793 1.29142
H -1.28713 -2.49630 -3.08431
H 0.25920 -3.36599 3.65533
H 0.41489 -2.02153 -2.88088
O -0.41323 2.72984 0.90417
H -0.26370 3.06169 -1.15553
O -0.59147 -2.22209 -0.42838
C -0.63328 2.48669 -1.99537
H 3.10068 -0.75596 -2.98423
C 4.95152 4.57831 -3.20224
C -0.20090 2.20598 3.29464
C -1.36678 -4.41040 -1.12438
H 0.19167 1.97772 -2.48163
C -0.31442 -3.32463 -1.32154
H -1.23230 0.05913 -3.16234
C 4.17248 3.50534 -2.49778
H -1.92321 -1.29194 3.96763
Te 1.62525 -0.06974 -0.32396
H -2.35842 -4.06047 -1.42223
C -2.07137 0.69216 -2.86553
C -3.35544 -2.63624 2.12763
H -5.31765 -0.78323 2.36246
H -1.40601 -4.71095 -0.07600
Ge -2.17640 -1.34045 -0.56798
H 3.45907 3.62903 1.38767
C 3.74777 2.37566 -3.19116
H 1.63588 -0.00801 4.78611
H -2.39628 -3.13045 2.29422
O -0.47285 2.37655 4.44093
H 4.41403 4.93340 -4.08216
C 1.05883 -3.86172 -0.94111
H -3.41999 2.77990 -1.91810
H 5.91472 4.19444 -3.54215
H -3.62231 -0.94660 4.31351
H -0.00269 -3.64577 -3.44433
W -0.65724 0.72210 1.36261
```

Charge = +1
Gap between HOMO and LUMO (spin up / spin down) = 0.2587 / 0.2232 Ha
F_max = 0.8 eV/Å
ΔE to the lowest compared entry with this formula, charge and spin = 66.1 kcal per mole
Multiplicity = 2

***

Density functional theory data (ωB97M-V/def2-TZVPD) for a gas-phase ion, C21H18BFIN2O14 (charge -1).

XYZ file:
```
58
C21H18BFIN2O14 ωB97M-V/def2-TZVPD
O 4.52048 1.04414 3.06525
I -0.60354 1.86099 -3.89045
C -2.73676 -5.41276 -4.89370
C -0.61829 0.53771 0.38308
F -3.96307 -2.84450 1.61730
C 0.93166 1.39170 3.89144
O -3.80420 -3.68341 -5.97388
O -4.34025 -2.33598 3.71845
H 2.64349 3.41122 4.07976
H -4.47462 0.15407 3.20581
H -2.72382 -0.17710 -0.08297
C 0.21634 0.89465 1.54092
C -3.93002 -4.97426 -5.66822
O -4.86646 -5.66038 -5.97709
H 2.55546 3.55011 2.26201
C 5.29826 0.47592 2.00342
O -1.90827 -4.37988 -4.74321
H 1.22101 3.74345 -2.34125
O 0.86797 1.54036 5.08026
H 4.63265 2.78438 1.84761
O -1.64003 -2.69135 -6.47414
H -0.68097 -0.10313 -1.69510
H 6.38988 0.63204 2.26539
C 5.05766 -1.07565 1.92612
B -2.52204 -3.21766 -5.41298
H 5.16691 -1.56173 2.93049
O -3.04370 2.32920 4.26288
C 2.80755 2.85914 3.12293
H 2.10834 2.26281 -1.84009
C 1.17947 2.87304 -1.63736
O -2.00150 0.48526 4.59311
O -2.73495 -2.10739 -4.45822
O 2.44997 1.35296 0.67193
H 5.04391 3.02663 3.58883
C -1.59420 0.50850 3.23705
H -4.57077 -0.16834 1.42961
H 5.82010 -1.51826 1.22389
H 1.00339 0.19235 -1.11410
C -4.09017 -1.90127 2.64330
O -0.67588 -0.69749 -6.83574
H 1.27492 3.25949 -0.58176
C 4.35703 2.46281 2.89140
O -2.01755 0.02115 -4.36361
H -0.96726 2.63182 -1.25655
C -0.21918 0.91620 2.95196
H 5.09197 0.90376 0.98773
N 2.01587 1.61189 2.99199
C -2.00942 0.13400 0.71373
C -0.04941 0.59210 -1.06345
C -1.37034 -1.42498 -6.17594
C 1.71427 1.32660 1.62766
C -0.15155 2.02703 -1.73931
C -3.95414 -0.35869 2.35900
H 4.04787 -1.34378 1.49398
C -2.48258 0.10218 2.12279
O -2.53629 -6.51661 -4.46464
N -3.07572 1.31636 4.86303
C -2.05951 -1.06142 -4.91035
```

Charge = -1
Gap between HOMO and LUMO = 0.2278 Ha
F_max = 4.0 eV/Å
Multiplicity = 1

***

Density functional theory data (ωB97M-V/def2-TZVPD) for C14H11BrN6O2S in the gas phase.

XYZ file:
```
35
C14H11BrN6O2S ωB97M-V/def2-TZVPD
H 1.12954 0.40543 0.75031
C -1.47459 -2.21589 -0.00826
C 3.16680 -2.07735 -0.30833
C -4.05665 0.39222 0.37668
C 0.60105 3.13595 -0.48797
N -2.77003 3.80903 -0.05532
C -2.85674 -1.73730 0.11014
H 5.29430 -1.93211 -0.48664
N -2.92218 -0.35530 0.22960
N -3.87676 1.75439 0.30878
H -2.04867 0.16686 0.14637
Br 6.08583 0.79636 0.33278
H -4.71905 2.30828 0.40608
S -5.56557 -0.17697 0.63619
C 2.04325 -0.09663 0.47270
O -3.80717 -2.47625 0.09242
C 4.41576 -0.10962 0.21491
C -1.02184 -3.49607 -0.22606
C -2.74509 2.46403 0.07159
O -0.42588 -1.36692 0.09654
C 1.98190 -1.42196 0.03439
H 3.30503 1.58172 0.90729
H 0.85393 4.10276 -0.91759
H 1.05885 -4.23161 -0.40453
N -1.50368 1.99261 -0.06843
C 4.37989 -1.42554 -0.21951
C 3.25334 0.55987 0.56367
H -1.63595 -4.36449 -0.34412
C 0.37904 -3.41779 -0.26015
H 0.89192 2.33005 -1.16074
H 1.12008 3.01479 0.46454
N -1.55807 4.17218 -0.27567
H 3.13674 -3.09846 -0.65228
N -0.81175 3.10746 -0.28512
C 0.70239 -2.09372 -0.05426
```

Gap between HOMO and LUMO = 0.2896 Ha
Structure (SMILES) = Cn1nnc(NC(=S)NC(=O)c2ccc(-c3ccc(Br)cc3)o2)n1
F_max = 1.5 eV/Å
Multiplicity = 1

***

Density functional theory data (ωB97M-V/def2-TZVPD) for a molecular structure, C4H10O2.

XYZ file:
```
16
C4H10O2 ωB97M-V/def2-TZVPD
C 0.17658 0.20929 -0.70414
H 1.70071 2.24801 0.78324
C -0.03655 1.04408 0.52974
H 0.74506 1.93152 2.26470
H -0.70093 1.88327 0.25227
H 1.75919 0.64227 1.56435
H -1.38587 -0.93539 -2.04829
O -0.79559 0.05640 1.21540
C -1.19480 -0.56630 0.01498
O -0.74912 -0.89233 -2.76733
H -0.22509 -1.68331 -2.61773
C 1.12511 1.50249 1.33725
H -2.22711 -0.23097 -0.26737
H 0.40640 0.84094 -1.60283
H 1.03107 -0.48559 -0.66957
H -1.31057 -1.65708 0.25168
```

Gap between HOMO and LUMO = 0.3873 Ha
F_max = 1.7 eV/Å
ΔE to the lowest compared entry with this formula, charge and spin = 66.3 kcal per mole
Multiplicity = 1